81
Properties=species:S:1:pos:R:3 method="wB97M-V/def2-TZVPD" charge=-1 homo_ev="-3.06 / -3.07" lumo_ev="0.96 / 0.96" s2=0.7993 orbital_gap_ev="4.0 / 4.0" relative_energy_kcal_mol=6.38 multiplicity=2 energy_ev=-134599.3894
C -0.6253 -2.0403 -4.4533
S -1.2696 -3.2832 -5.5045
Sb 3.0516 0.4123 3.2213
C -2.7512 1.4311 -1.6455
Sc 0.8365 0.2909 0.5834
N -0.4954 -1.3378 1.8582
C -2.5711 4.4904 0.1884
C -2.9422 1.0672 0.8411
H -1.6617 -4.1110 -3.0715
S 2.5419 -1.4246 1.6285
C -0.7785 -2.4177 -6.9065
C -1.2899 -3.3130 -2.4429
S 4.7955 1.5654 2.2233
H 0.3851 -0.1626 -4.7747
H 1.4554 2.4248 -2.0397
C -0.2356 -1.1781 -2.1592
C -3.0259 2.0914 -0.2910
H -3.6164 0.2329 0.6492
H 0.2210 -0.5640 -7.3261
C -0.5372 -1.4150 3.1686
S 3.7711 -0.1377 -0.2323
H -0.0469 -1.6286 8.6048
C -1.4806 -3.5587 1.7645
N -0.1118 1.8603 -0.2919
C -0.0721 -1.0326 -5.2061
S 1.0046 1.6304 2.7243
C -0.4134 5.4779 -0.0637
C -1.7581 5.6131 0.2576
S -0.1039 -1.2851 6.1956
H -1.9377 -4.3864 5.8952
H 4.2360 1.8628 -1.4098
C 4.2820 -1.7466 -0.9623
C -0.4014 -2.0710 7.6945
H -0.1834 -0.5361 3.7050
C 4.6657 0.8731 -1.5019
H 3.6991 -1.9072 -1.8610
H -0.9798 -2.8334 -7.8726
H -2.1759 6.5793 0.5078
C 0.1508 4.2563 -0.3512
C -1.9718 -4.6227 0.9497
H -3.4448 0.6113 -1.8354
H -1.8722 -4.4915 3.6483
H 4.5017 0.4828 -2.4991
H -3.6378 4.6016 0.3446
C -2.0681 3.2405 -0.0847
N -0.2891 -1.2467 -0.8486
H 1.9198 5.2401 -0.9598
H -2.3818 -5.4918 1.4465
C -0.9221 -2.5552 5.3267
C -0.6394 3.0479 -0.2317
C 1.5881 4.2018 -0.8167
C -0.1605 -1.2497 -6.5909
H 2.2950 2.4737 0.2759
H 0.2122 -0.2795 -2.5647
H -3.2041 1.5192 1.7962
H 0.2081 6.3647 -0.1034
C -1.4919 -3.6107 3.1530
C 2.5023 3.5514 0.2202
H 5.7160 0.9104 -1.2408
C -1.3903 -3.5112 6.1973
H 4.0575 -2.5156 -0.2330
C -0.9454 -2.4019 1.1358
O 2.3743 0.1140 -0.7531
C -1.9304 -4.5523 -0.4001
H -1.7308 1.0494 -1.6426
C -0.7207 -2.1735 -3.0285
H 0.9868 3.9108 -2.8801
H -2.3094 -5.3580 -1.0153
H 3.5554 3.6860 -0.0258
C -0.9949 -2.5345 3.8910
C -0.8641 -2.3434 -0.2783
H -2.8385 2.1602 -2.4514
H -1.9181 0.6881 0.9142
H -1.3728 -3.8756 8.3577
C -1.3725 -3.4156 -1.0621
H 2.6974 3.5815 -2.5760
C 1.6921 3.4839 -2.1673
H 5.3481 -1.7174 -1.1598
H -4.0468 2.5005 -0.3029
H 2.3263 3.9742 1.2080
C -1.0913 -3.2327 7.5412